Entry 1:
C24H27FN4O | ωB97M-V/def2-TZVPD

Its charge is 0. The energy above the lowest of the compared OMol25 structures with the same formula, charge and spin is 44.1 kJ/mol. For the HOMO energy, the calculation gives -7.9 eV. For the HOMO-LUMO gap, the calculation gives 8.67 eV. As for the total energy: -36052.63290 eV.

XYZ file:
```
57
Properties=species:S:1:pos:R:3:forces:R:3
C 0.072254 -3.957776 5.555085 0.05 0.04 0.05
C 0.350474 -3.036197 4.407340 -0.06 -0.01 -0.03
C -0.160513 -1.742710 4.400590 0.12 -0.14 -0.02
C 0.104217 -0.872294 3.361503 0.12 0.09 -0.21
C 0.904347 -1.292712 2.303915 -0.11 -0.64 0.59
C 1.409840 -2.587985 2.288302 0.03 0.20 -0.12
C 1.131373 -3.446556 3.333424 -0.11 0.11 0.08
H 1.529382 -4.450809 3.316057 0.04 -0.10 0.00
H 2.012729 -2.901726 1.450976 0.05 -0.03 -0.05
N 1.190950 -0.433731 1.237825 0.11 0.86 -0.30
C 1.195641 0.916098 1.236664 0.24 0.01 -0.36
C 1.515343 1.334514 -0.036350 0.04 -0.14 0.14
C 1.697597 0.126360 -0.766550 -0.24 0.12 0.98
N 1.501145 -0.915868 0.039268 0.00 -0.49 -0.55
C 2.083524 -0.143978 -2.147208 0.16 -0.20 -0.46
C 2.508074 -1.438727 -2.464170 -0.03 0.18 -0.02
C 2.888374 -1.775286 -3.746234 0.03 0.06 -0.26
C 2.846301 -0.802340 -4.729169 -0.05 0.07 0.06
C 2.427884 0.485010 -4.454423 0.12 -0.18 -0.26
C 2.046537 0.807362 -3.164749 -0.01 -0.14 0.23
H 1.708436 1.809036 -2.964680 -0.04 0.08 0.02
H 2.401249 1.220348 -5.243503 0.01 0.05 -0.09
F 3.219291 -1.119743 -5.990106 -0.04 0.04 0.16
H 3.217959 -2.772658 -3.991940 0.04 -0.09 -0.04
H 2.530182 -2.175502 -1.677692 0.03 -0.08 0.03
C 1.533869 2.787453 -0.413039 -0.05 0.06 0.15
N 0.196045 3.355401 -0.547829 -0.24 0.22 0.08
H -0.320678 3.134864 0.300099 0.02 -0.01 -0.04
C -0.535854 2.854864 -1.696254 -0.12 0.13 -0.11
C -1.977348 3.360280 -1.710568 0.18 -0.28 0.08
H -1.976698 4.446186 -1.615479 -0.04 0.05 -0.07
H -2.422415 3.102986 -2.674016 -0.02 0.05 -0.04
C -2.831195 2.777343 -0.576996 0.08 0.27 0.02
N -2.697888 1.349462 -0.448693 -0.09 0.12 -0.25
C -2.128354 0.753554 0.616408 -0.01 -0.42 -0.02
O -1.635287 1.337086 1.561112 0.15 0.27 0.50
C -2.243797 -0.749045 0.424342 0.07 -0.05 -0.04
H -1.338128 -1.265268 0.733727 0.00 0.06 0.06
C -2.551967 -0.900029 -1.063624 -0.03 -0.02 0.03
H -3.182043 -1.759398 -1.282054 0.01 0.00 -0.06
H -1.620236 -1.003758 -1.621983 -0.01 0.01 -0.01
C -3.233271 0.424777 -1.421706 -0.17 -0.13 -0.17
H -3.002877 0.752883 -2.437504 -0.03 -0.02 0.02
H -4.325216 0.359962 -1.317632 0.06 0.02 -0.09
H -3.065541 -1.104105 1.050469 -0.01 0.01 0.05
H -2.525246 3.201283 0.382730 -0.12 -0.02 -0.07
H -3.884496 3.029175 -0.747578 0.07 0.01 0.09
H -0.030629 3.231305 -2.593299 -0.05 -0.10 0.00
H -0.538336 1.751749 -1.748830 0.03 0.07 -0.07
H 2.030278 3.347083 0.386447 0.08 -0.05 -0.17
H 2.085374 2.965790 -1.337389 0.05 0.04 0.12
H 0.989045 1.492055 2.114350 -0.08 0.08 0.20
H -0.336577 0.111891 3.348342 -0.07 0.11 -0.04
H -0.783954 -1.414237 5.219499 -0.08 0.04 0.08
H 0.206896 -4.996264 5.262586 -0.02 -0.08 0.04
H 0.756567 -3.745328 6.377308 0.00 -0.06 0.09
H -0.942634 -3.822131 5.922877 -0.06 -0.05 0.06
```
Forces are in eV/Å.

Entry 2:
C3H6O3S | ωB97M-V/def2-TZVPD

Its charge is 0. The energy above the lowest of the compared OMol25 structures with the same formula, charge and spin is 164.7 kJ/mol. For the HOMO energy, the calculation gives -10.8 eV. For the HOMO-LUMO gap, the calculation gives 9.32 eV. As for the total energy: -20183.21858 eV.

XYZ file:
```
13
Properties=species:S:1:pos:R:3:forces:R:3
C 0.654588 1.349826 0.519621 -1.43 1.53 1.27
C 0.481010 0.030035 0.294455 0.52 -0.23 -1.36
C -0.832208 -0.569150 0.241711 0.42 -4.12 -0.57
O -1.260874 1.706946 -1.585031 0.12 -0.18 0.65
O 0.993198 1.428945 -2.382525 0.55 0.19 0.70
O 0.338956 3.449461 -1.051676 0.55 -0.64 -0.03
S 0.121466 2.085128 -1.453546 -0.99 0.92 -1.88
H -0.088362 2.105713 0.888058 -0.03 -1.60 0.10
H 1.570140 1.808603 0.716598 1.91 0.18 -0.46
H 1.291350 -0.540247 -0.197158 -0.12 0.37 0.79
H -1.280232 -0.187183 -0.659010 -0.43 -0.01 -0.71
H -1.433057 -0.264699 1.027790 -1.26 0.67 1.58
H -0.842475 -1.776803 0.214078 0.21 2.92 -0.07
```
Forces are in eV/Å.

Entry 3:
C5H8N2O | ωB97M-V/def2-TZVPD

Its charge is 0. The energy above the lowest of the compared OMol25 structures with the same formula, charge and spin is 422.5 kJ/mol. For the HOMO energy (spin up / spin down), the calculation gives -6.3 / -6.3 eV. For the HOMO-LUMO gap (spin up / spin down), the calculation gives 7.21 / 7.25 eV. As for the total energy: -10338.34708 eV.

XYZ file:
```
16
Properties=species:S:1:pos:R:3:forces:R:3
C -0.084022 1.177364 -1.245394 0.69 -0.12 0.62
C 0.290028 -1.834218 0.330538 -0.39 -0.44 -0.36
C 0.827886 -0.596811 -1.954831 -0.85 -2.97 2.96
C -0.440183 2.621872 -1.108167 -2.27 0.01 -1.44
C -0.628902 -1.771819 1.535195 0.95 0.54 1.21
N -0.235986 0.315873 -0.278231 -1.41 2.40 0.97
N 0.357048 -0.833353 -0.566585 1.30 -0.64 -3.27
O 0.634162 0.676411 -2.250110 -0.93 2.07 0.28
H 0.658314 -2.825997 0.065776 0.17 0.67 -0.32
H 1.571666 -1.085208 -2.508552 0.79 -0.85 -0.08
H -0.712960 2.714418 -0.080649 0.34 0.38 0.88
H -1.481284 2.897327 -1.601654 2.31 -0.59 0.34
H 0.363809 3.307587 -1.419595 -0.48 -0.35 0.12
H -1.627547 -1.369513 1.383767 -0.27 -0.25 -0.59
H -0.256781 -1.050955 2.328101 -0.02 -0.81 -0.70
H -0.695241 -2.781069 2.024288 0.07 0.95 -0.61
```
Forces are in eV/Å.

Entry 4:
C6H12S2 | ωB97M-V/def2-TZVPD

Its charge is 0. The energy above the lowest of the compared OMol25 structures with the same formula, charge and spin is 80.4 kJ/mol. For the HOMO energy, the calculation gives -9.0 eV. For the HOMO-LUMO gap, the calculation gives 9.80 eV. As for the total energy: -28086.46725 eV.

XYZ file:
```
20
Properties=species:S:1:pos:R:3:forces:R:3
S -0.161406 -0.594509 -2.654642 -1.40 0.48 -0.75
S -2.234076 1.043618 -0.995234 1.77 1.18 -0.70
C 1.046101 -0.162951 1.468979 0.51 -0.14 -0.87
C -0.424979 -0.514736 1.423786 0.41 1.22 -1.14
C 1.608885 0.443283 0.193344 1.05 0.65 -1.19
C -0.776400 -1.012493 0.020550 -0.48 -2.21 0.93
C 0.467491 1.076071 -0.624554 0.01 -0.31 1.34
C -0.645316 0.050503 -1.025222 0.42 1.94 0.40
H -0.971345 0.336303 -3.295739 0.87 -0.90 0.26
H -2.826784 -0.048353 -0.773130 -1.83 -1.78 0.26
H 1.653638 -1.014496 1.646936 0.28 -1.26 0.34
H 1.258014 0.451138 2.288960 0.14 1.25 1.28
H -0.569822 -1.279004 2.105538 -0.50 -1.73 1.36
H -1.033148 0.314131 1.805052 -0.08 0.01 -0.58
H 2.187933 -0.275873 -0.414713 -0.67 -0.23 0.11
H 2.452096 1.164553 0.400648 -1.20 -0.21 0.01
H -1.787408 -1.528409 0.067714 1.00 0.75 -0.45
H -0.076277 -1.865951 -0.199033 -0.38 0.75 0.08
H 0.788649 1.603452 -1.489876 0.40 0.33 -0.74
H 0.044155 1.813721 0.050633 -0.32 0.22 0.07
```
Forces are in eV/Å.

Entry 5:
C31H39Cl2N2OP2PdSbSe4 | ωB97M-V/def2-TZVPD

Its charge is 0. The energy above the lowest of the compared OMol25 structures with the same formula, charge and spin is 203.8 kJ/mol. For the HOMO energy (spin up / spin down), the calculation gives -7.1 / -7.1 eV. For the HOMO-LUMO gap (spin up / spin down), the calculation gives 4.66 / 4.68 eV. As for the total energy: -352833.88507 eV.

XYZ file:
```
83
Properties=species:S:1:pos:R:3:forces:R:3
Pd 0.064120 0.487163 -0.693565 0.21 -0.39 -0.24
C -3.709585 -2.309211 -0.960971 -0.01 -0.08 0.00
C -3.578546 -0.916613 -0.358530 -0.16 0.12 0.24
C -3.796719 0.147554 -1.420445 0.03 0.05 -0.05
P -1.955171 -0.656045 0.498802 0.03 0.00 -0.24
C -2.039047 -2.038872 1.763049 -0.09 0.02 0.01
C -1.525466 -1.695987 3.158362 0.08 0.02 0.02
C -1.310732 -3.269229 1.225269 0.00 -0.04 -0.01
C -2.222954 0.849267 1.489862 0.16 0.06 0.03
C -3.381420 0.997885 2.252110 -0.01 -0.01 0.05
C -3.510205 1.984351 3.208784 -0.05 -0.02 0.00
C -2.420020 2.812576 3.447341 -0.08 0.04 0.04
C -1.267841 2.711328 2.701510 0.02 -0.05 -0.04
C -1.156071 1.769729 1.656502 -0.24 -0.24 0.01
N -0.026793 1.678506 0.870865 -0.05 0.35 0.39
C 1.037128 2.594291 0.921002 0.24 0.03 -0.10
C 0.910469 3.974713 1.064537 0.09 -0.15 -0.01
C 2.052161 4.770565 1.066122 -0.04 0.03 -0.03
C 3.307400 4.216597 0.898057 0.06 -0.02 -0.02
C 3.438393 2.841547 0.709386 -0.03 0.08 0.03
C 2.318403 2.030361 0.720632 -0.25 0.16 -0.04
P 2.159976 0.239889 0.420726 0.04 -0.04 0.08
C 3.722354 -0.388929 -0.327071 -0.05 0.00 -0.04
C 4.951179 -0.383703 0.585328 0.05 -0.02 0.07
C 4.019819 0.343026 -1.638463 -0.01 0.07 0.04
C 1.981404 -0.488777 2.120205 -0.10 0.09 -0.02
C 2.332129 -1.972598 2.176518 -0.04 -0.04 0.03
C 2.685582 0.295508 3.224380 0.04 0.04 -0.01
H -4.630969 -2.368807 -1.543418 -0.02 0.01 0.00
H -3.741181 -3.100506 -0.212703 -0.01 0.02 0.02
H -2.884142 -2.518314 -1.636688 0.12 -0.05 -0.12
H -4.356153 -0.813996 0.409094 0.06 0.01 -0.04
H -3.062453 0.065248 -2.225150 0.00 -0.03 0.00
H -3.723940 1.159173 -1.018058 -0.01 -0.01 0.03
H -4.788475 0.032672 -1.862095 -0.02 0.02 -0.03
H -3.106819 -2.273071 1.857374 0.02 0.04 -0.04
H -0.437171 -1.612396 3.176824 0.00 0.02 -0.04
H -1.789697 -2.503010 3.845215 0.00 -0.01 0.01
H -1.943762 -0.769435 3.546854 -0.01 0.00 0.02
H -0.240507 -3.069833 1.170057 0.08 0.01 0.00
H -1.643245 -3.558021 0.229513 -0.01 -0.01 -0.01
H -1.456541 -4.122737 1.891360 0.00 0.00 0.01
H -4.193659 0.294334 2.111182 -0.01 0.01 0.02
H -4.420268 2.085359 3.782767 -0.02 0.00 0.00
H -2.465394 3.559953 4.229490 -0.02 0.00 0.02
H -0.445924 3.365793 2.942090 0.05 -0.03 -0.04
H -0.065257 4.435619 1.129499 0.01 -0.04 -0.01
H 1.938074 5.843699 1.152390 0.03 -0.03 -0.01
H 4.183607 4.849056 0.866029 0.01 0.01 0.02
H 4.420401 2.429129 0.535096 0.04 -0.03 0.01
H 3.478688 -1.430965 -0.561043 -0.01 0.03 -0.03
H 5.123015 0.579497 1.059529 0.01 0.07 -0.01
H 5.835347 -0.614510 -0.011270 0.02 -0.03 -0.01
H 4.886688 -1.127146 1.375974 0.01 0.02 -0.01
H 4.345818 1.368363 -1.456827 -0.01 -0.02 -0.01
H 3.160237 0.392085 -2.304228 -0.04 0.01 -0.05
H 4.823497 -0.168425 -2.168901 0.01 -0.02 -0.02
H 0.900735 -0.391252 2.273519 0.11 0.04 0.01
H 3.408596 -2.138096 2.163018 -0.03 -0.01 0.00
H 1.894805 -2.534932 1.356234 -0.02 -0.05 -0.10
H 1.954200 -2.396138 3.109757 -0.01 0.00 0.00
H 3.770081 0.281271 3.104494 0.01 -0.01 -0.02
H 2.456011 -0.155219 4.192103 -0.02 -0.01 0.00
H 2.364024 1.336006 3.250991 0.00 0.00 0.02
Cl 0.752422 -0.575948 -2.838482 -0.16 0.04 0.07
C -0.490231 -1.417254 -3.736113 0.08 -0.15 0.02
C -1.026973 -0.807078 -4.850695 0.02 -0.11 0.12
C -1.995527 -1.489003 -5.570316 -0.05 0.01 -0.01
C -2.404798 -2.750172 -5.175610 -0.03 -0.02 -0.04
C -1.823342 -3.363398 -4.078922 0.07 0.01 0.07
Cl -2.314639 -4.956202 -3.627990 0.00 -0.01 0.04
C -0.832855 -2.716800 -3.341476 -0.01 0.27 -0.19
N -0.224003 -3.361355 -2.280572 -0.02 -0.08 0.22
H -0.697545 0.181686 -5.124230 0.02 0.07 -0.02
H -2.439519 -1.025075 -6.439155 -0.02 0.01 -0.02
H -3.170195 -3.283806 -5.720320 -0.01 0.00 -0.03
O 1.766352 -3.251604 -1.006972 -0.25 -0.04 0.03
C 0.794111 -3.241776 -1.651115 0.24 -0.01 -0.07
Se -1.980083 2.319995 -3.778242 0.06 0.07 0.20
Sb 1.422848 3.513912 -2.509878 -0.94 0.23 -0.26
Se 1.954937 2.740914 -4.703536 0.17 -0.17 0.20
Se 1.163346 5.894530 -2.374655 0.21 -0.15 0.17
Se -1.082522 2.553096 -1.732095 0.51 0.03 -0.30
```
Forces are in eV/Å.

Entry 6:
C5H11OS | ωB97M-V/def2-TZVPD

Its charge is -1. The energy above the lowest of the compared OMol25 structures with the same formula, charge and spin is 217.9 kJ/mol. For the HOMO energy, the calculation gives -2.5 eV. For the HOMO-LUMO gap, the calculation gives 5.70 eV. As for the total energy: -18244.73027 eV.

XYZ file:
```
18
Properties=species:S:1:pos:R:3:forces:R:3
C 0.436502 -1.612481 -1.482385 1.04 -0.59 -0.96
O 0.641868 -2.927823 -1.026078 -0.22 2.83 -0.40
C 1.116022 -0.403664 -0.677652 -1.29 -0.36 0.23
C 0.507498 -0.449022 0.758686 0.10 -0.96 -0.15
C -1.068646 -0.559565 0.905084 0.55 -0.51 -2.23
S -1.942301 1.088337 0.454496 0.14 -0.79 -0.10
C -0.746330 2.441448 0.606813 2.10 -0.17 0.34
H -0.649482 -1.325758 -1.566755 0.42 -0.13 -0.12
H 0.872864 -1.380778 -2.541082 -0.58 -0.65 0.76
H 1.047764 0.604251 -1.176532 -0.57 -0.88 0.16
H 2.190795 -0.586975 -0.660781 0.09 -0.24 0.42
H 1.044581 -1.358314 1.157281 -1.15 0.69 0.07
H 0.778654 0.400199 1.367715 0.44 0.33 0.29
H -1.357392 -0.797195 1.928533 0.09 0.00 -0.10
H -1.500443 -1.373439 0.143842 0.91 1.91 1.84
H -0.500455 2.679891 1.695944 -0.30 -0.15 -1.50
H -1.098139 3.333538 0.072555 -0.50 -0.28 0.43
H 0.226638 2.227351 0.040315 -1.24 -0.05 1.01
```
Forces are in eV/Å.